(1)
This record from OMol25 describes CH6N2O4 as an isolated structure in a non-equilibrium geometry. The level of theory is wB97M-V/def2-TZVPD.

Element x y z (Å)
C 0.7088 -0.0609 1.7624
O 0.5212 0.8191 0.6957
H -0.6291 0.9195 0.0319
H -0.1232 -0.0307 2.4794
H 1.6381 0.1678 2.2963
H 0.7852 -1.0984 1.3961
N 0.6522 -0.1055 -1.1722
N -1.0025 0.5608 -1.0743
O -1.9291 -0.4605 -1.0975
O 1.4058 0.5710 -1.7999
O 0.5973 -1.2937 -0.9638
H -1.4322 -1.2300 -0.7489
H -1.1926 1.2415 -1.8052

Charge: 0
E_LUMO (alpha / beta), eV: -0.60 / -0.60
Spin multiplicity: 1
HOMO level (alpha / beta), eV: -9.49 / -9.49
Energy above the lowest of the compared OMol25 structures with the same formula, charge and spin, kJ/mol: 65.46
F_max, eV/A: 1.3

---

(2)
This record from OMol25 describes C38H60ClHgN5OSbSi3 as an isolated structure. The level of theory is wB97M-V/def2-TZVPD.

Element x y z (Å)
Hg 0.5872 0.3307 2.1440
C 0.8651 -4.9620 -0.0628
Sb 1.3834 -2.9123 0.4699
C -0.4838 -2.3039 -0.4259
C -0.7492 -1.9918 -1.8234
C -0.3752 -0.7584 -2.3748
C -0.7357 -0.4661 -3.6731
C -1.4258 -1.4188 -4.4127
C -1.7531 -2.6099 -3.7875
N -1.4558 -2.8910 -2.5242
Si -2.0088 -2.7487 0.5716
C -3.2968 -1.4396 0.1520
C -1.6448 -2.7366 2.4193
C -2.7940 -4.4133 0.1743
C 3.3099 -2.8539 -0.7230
C 3.4942 -1.3860 -0.9612
C 4.6972 -0.8143 -1.3980
C 4.7912 0.5526 -1.5486
C 3.6841 1.3442 -1.2724
C 2.5328 0.7105 -0.8518
N 2.4397 -0.6099 -0.6994
Si 4.5540 -3.3733 0.6396
C 4.5957 -2.0440 1.9721
C 6.3261 -3.5581 0.0115
C 4.1202 -5.0062 1.4694
Si 3.4805 -3.8413 -2.3458
C 3.8210 -5.6688 -2.0450
C 4.9375 -3.2499 -3.3979
C 2.0008 -3.6496 -3.4708
H -0.0588 -5.2191 0.4499
H 1.6391 -5.6670 0.2232
H 0.6812 -5.0225 -1.1332
H 0.1540 -0.0509 -1.7554
H -0.4819 0.4906 -4.1115
H -1.7119 -1.2426 -5.4395
H -2.2974 -3.3799 -4.3226
H -2.8680 -0.4393 0.1826
H -4.1375 -1.4797 0.8456
H -3.6753 -1.6062 -0.8569
H -1.6839 -1.7249 2.8223
H -0.6599 -3.1440 2.6490
H -2.3852 -3.3361 2.9494
H -2.8375 -4.5767 -0.9006
H -3.8097 -4.4089 0.5733
H -2.2625 -5.2474 0.6306
H 5.5448 -1.4444 -1.6118
H 5.7224 1.0020 -1.8699
H 3.7159 2.4190 -1.3791
H 1.6351 1.2696 -0.6178
H 4.9024 -1.0824 1.5608
H 5.3147 -2.3184 2.7448
H 3.6255 -1.9054 2.4486
H 6.7916 -2.5948 -0.1922
H 6.3921 -4.1660 -0.8881
H 6.9198 -4.0493 0.7837
H 3.2067 -4.9418 2.0594
H 4.9327 -5.2662 2.1489
H 4.0090 -5.8223 0.7614
H 4.7606 -5.8170 -1.5138
H 3.9143 -6.1626 -3.0134
H 3.0342 -6.1732 -1.4923
H 5.8972 -3.3075 -2.8883
H 4.8025 -2.2284 -3.7504
H 4.9942 -3.8953 -4.2760
H 1.1148 -4.1619 -3.1081
H 2.2388 -4.0514 -4.4569
H 1.7494 -2.5983 -3.5926
C -0.7519 5.9198 1.2688
C -2.0584 6.5138 0.7331
C -1.8337 7.0417 -0.6897
C -2.4049 7.7255 1.6137
C -3.2383 5.4911 0.7506
O -4.4493 6.1752 0.4024
C -3.5017 4.8531 2.1336
C -2.5901 3.7494 2.7022
C -3.2816 2.4366 3.0182
C -2.7415 1.6130 4.0056
C -3.3072 0.3898 4.3219
C -4.4373 -0.0299 3.6382
Cl -5.1720 -1.5526 4.0309
C -4.9855 0.7532 2.6417
C -4.4051 1.9761 2.3384
C -3.2343 4.4526 -0.4045
N -2.0952 3.5803 -0.6028
C -1.8482 2.3547 -0.1163
N -0.6849 1.9114 -0.5490
C -0.2633 2.9229 -1.3449
N -1.0812 3.9441 -1.4132
H 0.0387 6.6635 1.1620
H -0.4377 5.0362 0.7196
H -0.8235 5.6713 2.3269
H -1.1729 7.9079 -0.6522
H -2.7767 7.3572 -1.1352
H -1.3710 6.2932 -1.3279
H -1.5437 8.3926 1.6439
H -2.6322 7.4533 2.6454
H -3.2372 8.3004 1.2056
H -4.6600 6.7951 1.1085
H -4.5221 4.4783 2.0766
H -3.5375 5.6709 2.8558
H -2.1245 4.1037 3.6242
H -1.7546 3.5413 2.0336
H -1.8561 1.9362 4.5378
H -2.8772 -0.2351 5.0911
H -5.8616 0.4143 2.1075
H -4.8573 2.5642 1.5526
H -3.3821 4.9972 -1.3352
H -4.1111 3.8224 -0.2550
H -2.5204 1.8265 0.5354
H 0.6652 2.9078 -1.8890

Charge: 0
E_LUMO (alpha / beta), eV: 0.52 / -0.26
Spin multiplicity: 2
HOMO level (alpha / beta), eV: -7.58 / -7.65
Energy above the lowest of the compared OMol25 structures with the same formula, charge and spin, kJ/mol: 21.46
F_max, eV/A: 0.6

---

(3)
This record from OMol25 describes C22H12BrClF3IN2O3Re as an isolated structure in a non-equilibrium geometry. The level of theory is wB97M-V/def2-TZVPD.

Element x y z (Å)
Re 0.5862 -1.0331 -0.7905
Cl 4.7234 -2.1375 4.4939
C 4.0845 -1.9214 2.9228
C 4.9211 -1.8166 1.8459
C 4.4273 -1.6466 0.5267
I 5.7252 -1.5294 -1.0676
C 3.0721 -1.5591 0.3558
O 2.4132 -1.4149 -0.8487
C 2.2097 -1.6636 1.4429
N 0.8753 -1.5913 1.1214
C -0.0335 -1.7441 2.1010
C 0.3479 -1.9558 3.4131
C 1.6923 -2.0059 3.7460
C 2.6656 -1.8625 2.7512
H 5.9900 -1.8733 1.9992
H -1.0741 -1.6901 1.8136
H -0.4140 -2.0784 4.1687
H 1.9941 -2.1631 4.7738
F -6.0328 -1.8495 -2.8166
C -5.7461 -1.9137 -1.5163
F -6.0940 -3.1190 -1.0627
F -6.4541 -0.9905 -0.8712
C -4.2541 -1.7063 -1.3095
C -3.3627 -2.5587 -1.9453
C -2.0145 -2.3705 -1.7424
N -1.5379 -1.3949 -0.9391
C -2.4119 -0.5727 -0.3259
C -3.7742 -0.6950 -0.4928
H -3.7069 -3.3497 -2.5977
H -1.2856 -3.0062 -2.2274
H -1.9957 0.2078 0.2978
H -4.4450 -0.0090 0.0045
Br -1.3719 2.3377 -2.8831
C -0.1761 3.5065 -1.9930
C -0.2463 4.8317 -2.3807
C 0.5409 5.7878 -1.7538
C 1.3997 5.4349 -0.7234
C 1.4789 4.1154 -0.3339
C 0.7066 3.1273 -0.9652
C 0.9434 1.7855 -0.4500
O 1.5965 1.4458 0.4853
O 0.3360 0.7049 -1.2087
H -0.9247 5.1193 -3.1712
H 0.4714 6.8190 -2.0734
H 2.0049 6.1835 -0.2324
H 2.1500 3.8153 0.4587

Charge: +2
E_LUMO (alpha / beta), eV: -8.50 / -8.61
Spin multiplicity: 2
HOMO level (alpha / beta), eV: -14.47 / -14.48
Energy above the lowest of the compared OMol25 structures with the same formula, charge and spin, kJ/mol: 33.25
F_max, eV/A: 1.4

---

(4)
This record from OMol25 describes a 2-piece molecular cluster, C3H7NO2 overall. The level of theory is wB97M-V/def2-TZVPD.

Element x y z (Å)
C 2.1061 0.1013 0.0665
N 0.8483 -0.6199 0.2130
C -0.1292 0.0218 0.6548
O -0.4749 1.2650 1.0516
C -1.5198 0.1936 0.9610
O -2.4893 0.3310 0.0261
H 2.3701 0.1309 -0.9959
H 2.0755 1.1282 0.4520
H 2.8953 -0.4515 0.5844
H -1.9392 -0.0537 1.9312
H -2.0976 0.2661 -0.8568
H -0.5212 -1.1152 -1.8276
H -1.1238 -1.1975 -2.2605

Charge: 0
E_LUMO, eV: 1.00
Spin multiplicity: 1
HOMO level, eV: -10.12
Energy above the lowest of the compared OMol25 structures with the same formula, charge and spin, kJ/mol: 362.53
F_max, eV/A: 0.6
SMILES string: C/N=C1\O[C@H]1O.[H][H]